Entry 1:
Formula: C21H9BBrCl62N4O
Source: OMol25
Level of theory: ωB97M-V/def2-TZVPD

## Properties
* molar mass: 2622.13 g/mol
* calculated total energy: -32230.04076 hartree
* HOMO-LUMO gap: 7.69 eV
* total charge: +1

XYZ file:
```
99
Properties=species:S:1:pos:R:3:forces:R:3
C 3.24787 1.34406 1.04475 -0.46 1.19 -0.61
B 2.72376 1.29476 -0.54532 2.53 -0.02 0.24
O 3.79928 1.33401 -1.57777 -3.22 -2.18 1.65
N 1.21792 1.25865 -0.87471 -0.62 -0.57 -4.23
N 0.14748 1.39501 0.03634 -3.01 -0.35 -3.57
C -1.12763 1.34013 -0.77571 2.21 -0.24 -0.83
N -2.40865 1.47171 -0.29928 1.24 0.62 1.37
C -2.81174 1.74018 1.13383 -4.74 -1.93 1.61
Cl -1.86056 2.71406 2.39139 -1.04 -1.26 -2.59
C -4.15270 1.19115 1.58472 3.43 1.10 -1.12
C -5.18158 0.34377 0.62982 -0.76 0.57 1.34
Cl -4.68924 1.53755 3.35490 0.89 -0.48 -3.22
N -0.88972 1.11578 -2.25620 6.05 0.60 5.12
C 0.62984 1.07318 -2.25810 -3.91 0.65 2.27
Br 1.52859 0.83047 -4.04988 -1.10 0.47 3.17
H 2.50789 2.00853 1.70414 1.54 -1.85 -1.24
H 4.25962 1.96750 1.00578 -2.20 -1.69 0.14
H 3.42716 0.27695 1.50093 -0.42 2.12 -0.81
H 3.97080 0.40459 -1.94515 -0.18 1.87 0.51
H 0.33649 1.50629 1.05662 -0.43 -0.05 -1.21
H -3.19061 1.40284 -1.01784 1.36 0.13 1.13
H -4.73716 -0.63307 0.16288 -0.57 2.19 0.89
H -5.62583 1.10087 -0.15367 1.01 -1.67 1.31
H -6.10253 0.00110 1.30221 2.14 0.85 -1.36
C -5.10250 0.88919 -3.53023 -0.35 0.06 -0.57
Cl -6.83370 0.51266 -3.34074 0.58 0.09 0.03
Cl -4.61215 0.59592 -5.21782 -0.12 0.07 0.59
Cl -4.81804 2.59898 -3.11756 0.02 -0.36 0.05
Cl -4.14626 -0.15079 -2.44464 -0.09 -0.05 -0.50
C -1.03370 -0.91781 4.29377 0.00 -0.41 0.51
Cl -0.23972 -2.49745 4.51529 -0.13 0.84 0.03
Cl -0.82157 -0.37748 2.60929 0.07 -0.34 0.15
Cl -2.77191 -1.07117 4.65398 0.56 0.04 -0.13
Cl -0.30160 0.27470 5.39667 0.09 -0.39 -0.74
C -3.43372 3.52923 7.05560 0.06 0.13 0.21
Cl -2.14295 2.36801 6.65535 -0.59 0.47 0.06
Cl -3.53632 3.71684 8.82441 -0.06 -0.03 -0.52
Cl -3.06590 5.10576 6.31138 -0.15 -0.61 0.18
Cl -4.98963 2.92624 6.43108 0.32 0.14 0.19
C -1.03368 -5.75538 6.70945 -0.12 -0.07 0.16
Cl -1.91805 -7.24550 6.29449 0.27 0.40 0.07
Cl -0.49998 -5.83480 8.40747 -0.13 0.04 -0.48
Cl 0.38744 -5.59292 5.64708 -0.25 -0.08 0.15
Cl -2.10423 -4.34840 6.48857 0.12 -0.45 0.18
C 5.26633 3.59230 3.68895 0.34 0.17 0.19
Cl 3.51390 3.54729 3.37006 0.34 0.32 0.42
Cl 6.03554 2.14792 2.98431 -0.08 0.34 0.23
Cl 5.96629 5.05654 2.95363 -0.01 -0.37 0.61
Cl 5.54944 3.61760 5.44783 -0.13 -0.04 -0.53
C -0.13371 -5.17498 1.09919 0.08 -0.14 -0.04
Cl 0.04778 -5.41852 -0.65652 -0.04 0.05 0.42
Cl -0.49254 -3.46088 1.42709 0.04 -0.45 -0.32
Cl -1.46896 -6.18770 1.70428 0.19 0.46 -0.17
Cl 1.37892 -5.63300 1.92177 -0.31 0.47 -0.31
C 7.06630 -1.28610 -2.93976 0.57 0.11 -0.06
Cl 7.86028 -2.86574 -2.71824 -0.35 0.49 -0.06
Cl 7.27843 -0.74576 -4.62424 -0.12 -0.16 0.46
Cl 5.32809 -1.43946 -2.57955 0.10 -0.23 -0.08
Cl 7.79840 -0.09358 -1.83686 -0.27 -0.30 -0.30
C -1.03372 -1.47425 -7.00749 0.14 -0.12 -0.13
Cl 0.25705 -2.63547 -7.40774 -0.28 0.39 0.37
Cl -1.13632 -1.28664 -5.23868 -0.11 -0.07 -0.33
Cl -0.66590 0.10228 -7.75171 -0.10 -0.37 0.20
Cl -2.58963 -2.07724 -7.63201 0.33 0.17 0.17
C 4.96626 5.07885 -1.29348 0.08 0.08 -0.21
Cl 6.69892 4.71144 -1.48748 -0.52 0.02 0.30
Cl 4.03690 4.24882 -2.56696 0.23 0.31 0.24
Cl 4.41559 4.51750 0.30535 -0.13 0.19 -0.73
Cl 4.71382 6.83769 -1.42473 0.07 -0.48 0.06
C 1.36632 -9.92112 2.98484 -0.04 -0.10 0.07
Cl 0.48195 -11.41124 2.56987 0.23 0.38 0.10
Cl 1.90002 -10.00054 4.68286 -0.13 0.04 -0.41
Cl 2.78744 -9.75866 1.92247 -0.33 -0.01 0.24
Cl 0.29577 -8.51414 2.76396 0.27 -0.76 0.18
C 6.46633 4.30860 -5.93410 0.10 0.11 -0.08
Cl 4.81257 4.92765 -6.17198 0.37 -0.14 0.04
Cl 7.29839 5.29423 -4.70502 -0.23 -0.24 -0.49
Cl 6.39327 2.61445 -5.38716 0.01 0.34 -0.06
Cl 7.36092 4.39801 -7.47234 -0.26 -0.04 0.41
C -2.23372 7.21367 2.54946 -0.08 0.17 0.01
Cl -0.94295 6.05244 2.14921 -0.20 0.29 0.08
Cl -2.33632 7.40128 4.31827 0.11 0.16 -0.58
Cl -1.86590 8.79020 1.80524 -0.09 -0.47 0.21
Cl -3.78963 6.61068 1.92494 0.38 0.10 0.16
C 0.46627 -3.57922 -11.54704 -0.06 -0.01 -0.13
Cl 1.87262 -4.11906 -10.59545 -0.31 0.12 -0.18
Cl -0.05283 -4.89050 -12.63584 0.15 0.35 0.31
Cl -0.86945 -3.15775 -10.44576 0.23 -0.13 -0.49
Cl 0.91488 -2.14950 -12.51093 -0.11 -0.36 0.26
C -7.93374 -2.29831 -6.52118 -0.12 -0.04 -0.10
Cl -6.20108 -2.66573 -6.71518 -0.35 0.09 0.08
Cl -8.86310 -3.12834 -7.79466 0.28 0.24 0.37
Cl -8.48441 -2.85967 -4.92235 0.15 0.14 -0.36
Cl -8.18618 -0.53948 -6.65243 0.07 -0.41 0.01
C -0.66311 0.19148 10.16117 0.01 -0.01 0.19
Cl -0.48163 -0.05206 8.40546 -0.03 -0.07 0.65
Cl -1.02194 1.90558 10.48906 0.14 -0.47 -0.10
Cl -1.99836 -0.82124 10.76625 0.34 0.26 -0.19
Cl 0.84951 -0.26654 10.98375 -0.38 0.11 -0.22
```
Forces are in eV/Å.


Entry 2:
Formula: C22H11BrN5O8Ru
Source: OMol25
Level of theory: ωB97M-V/def2-TZVPD

## Properties
* molar mass: 654.33 g/mol
* calculated total energy: -4389.03920 hartree
* HOMO-LUMO gap (alpha / beta): 6.27 / 5.74 eV
* multiplicity: 5
* total charge: +1
* energy above the lowest of the compared OMol25 structures with the same formula, charge and spin: 1.0 kcal/mol

XYZ file:
```
48
Properties=species:S:1:pos:R:3:forces:R:3
Ru -0.54715 -0.15615 0.73059 -0.24 0.17 -0.07
Br -0.47505 0.15786 -8.44253 0.03 -0.03 -0.03
C -1.39735 1.25784 -7.24443 -0.03 0.03 0.04
C -0.72670 1.76185 -6.12849 -0.02 0.00 0.00
C -1.40251 2.56730 -5.23845 0.01 -0.05 -0.07
C -2.75104 2.85929 -5.47388 0.05 0.08 0.15
C -3.40964 2.38720 -6.60934 0.05 -0.03 -0.05
C -2.73234 1.56854 -7.49001 0.01 0.00 0.02
N -3.48983 3.68714 -4.62451 -0.15 0.02 -0.32
N -3.18908 4.03952 -3.50066 -0.03 -0.11 0.26
C -2.65268 3.41577 -2.43960 0.07 0.18 -0.11
C -2.07750 4.26739 -1.46457 0.10 -0.01 0.18
C -1.37174 3.79752 -0.38827 -0.10 0.03 -0.16
C -1.24773 2.40678 -0.21080 0.09 -0.03 0.04
O -0.57716 1.87541 0.73678 -0.10 0.14 -0.06
C -1.93114 1.52543 -1.14352 0.00 -0.03 -0.01
N -1.81607 0.20581 -0.84982 -0.10 0.07 -0.05
C -2.41878 -0.69603 -1.60322 -0.02 0.02 -0.07
C -3.21064 -0.30898 -2.69053 0.06 -0.04 0.05
C -3.32897 1.02038 -3.00931 -0.04 0.01 -0.03
C -2.64825 1.98688 -2.24168 -0.02 -0.10 0.07
H 0.31579 1.52461 -5.97231 0.02 -0.01 0.00
H -0.89028 2.97931 -4.37956 0.04 0.01 -0.01
H -4.44034 2.66507 -6.78002 -0.02 0.02 0.00
H -3.22536 1.18049 -8.36906 0.00 -0.01 -0.02
H -2.17789 5.33229 -1.62861 0.00 0.01 0.00
H -0.90064 4.46303 0.31947 0.01 0.00 0.02
H -2.27170 -1.73353 -1.33138 -0.03 0.01 0.00
H -3.72013 -1.06579 -3.26812 -0.01 -0.01 -0.01
H -3.95611 1.31373 -3.83977 0.02 -0.01 0.04
O -0.74741 -2.12510 1.22419 0.06 -0.14 0.02
C 0.36115 -1.82906 1.80759 -0.04 -0.19 0.22
O 0.38439 -0.72773 2.46198 0.16 0.00 0.00
C 1.62230 -2.38999 1.27287 0.05 -0.02 0.07
C 2.44252 -3.34857 1.81837 0.00 0.03 -0.17
C 3.59562 -3.66901 1.11712 -0.06 0.06 -0.10
C 3.92895 -3.05719 -0.07527 -0.01 -0.03 0.10
C 3.09082 -2.09109 -0.59890 0.13 0.13 0.13
C 1.91630 -1.70662 0.06265 -0.04 0.03 0.00
O 1.10853 -0.74866 -0.34718 0.17 0.00 0.04
N 3.47920 -1.48660 -1.88208 -0.30 -0.85 -0.27
O 4.61230 -1.68055 -2.25743 0.26 0.31 0.05
O 2.60613 -0.95720 -2.53635 -0.05 0.37 0.00
N 4.49339 -4.69876 1.66139 -0.02 0.13 0.02
O 5.49750 -4.94741 1.03593 0.11 -0.07 -0.09
O 4.16326 -5.21463 2.70640 -0.04 -0.10 0.12
H 2.21489 -3.84882 2.74814 0.00 0.00 0.01
H 4.83596 -3.32571 -0.59886 -0.04 0.00 0.04
```
Forces are in eV/Å.


Entry 3:
Formula: C22H11F5N3NaO5S
Source: OMol25
Level of theory: ωB97M-V/def2-TZVPD

## Properties
* molar mass: 547.39 g/mol
* calculated total energy: -2445.28526 hartree
* HOMO-LUMO gap: 5.70 eV
* total charge: -2

XYZ file:
```
48
Properties=species:S:1:pos:R:3:forces:R:3
Na 3.85791 0.36591 0.43998 -0.38 -0.13 0.12
O 3.34248 2.43775 0.78796 -1.17 -0.28 -0.48
C 2.41806 3.25701 0.36623 2.89 0.15 1.09
C 2.79326 4.63217 0.50265 -3.27 0.71 -1.45
C 1.91100 5.62881 0.03548 0.51 -1.84 0.86
C 0.64251 5.24930 -0.45193 -1.20 0.62 -1.32
C 0.25723 3.91134 -0.63554 3.49 1.25 1.60
C 1.18989 2.93062 -0.21754 -1.87 -2.01 -1.09
C 0.80783 1.47392 -0.46691 1.68 -0.12 0.01
N 1.57857 0.39506 -0.71738 -0.04 0.32 0.03
C 0.72601 -0.68154 -0.88237 -0.56 0.34 0.05
C -0.58739 -0.29412 -0.72006 1.57 0.64 0.04
N -0.45781 1.07090 -0.47734 -3.93 0.65 0.32
H 3.71255 4.80811 0.98377 0.99 0.38 0.30
H 2.22682 6.65133 0.10984 -0.19 0.49 -0.07
H -0.07236 5.99681 -0.88548 0.89 -0.44 0.63
H -0.62054 3.71268 -1.16319 -1.31 -0.53 -0.57
H 1.06459 -1.68069 -1.14808 0.15 0.35 0.25
H -1.52159 -0.83256 -0.64885 0.13 0.24 -0.20
H -1.30193 1.68912 -0.36827 1.60 -0.91 0.02
O 2.75081 -1.38685 1.78281 -0.36 -1.13 -0.21
C 2.76251 -2.58216 1.48580 0.95 1.82 0.07
C 3.87626 -3.25473 0.83834 0.50 0.86 0.18
C 3.70427 -4.61045 0.71105 0.70 -0.41 -0.94
C 4.62187 -5.45564 0.10349 0.73 0.92 0.02
C 5.85906 -4.83761 -0.24879 0.66 -0.68 -0.80
C 6.12657 -3.51509 -0.06701 -2.45 -0.59 0.70
C 5.11957 -2.57251 0.41593 0.22 -1.40 0.12
O 5.38331 -1.36204 0.44941 -0.52 0.45 0.05
N 4.33050 -6.80320 -0.28568 -1.98 -0.81 -0.71
O 3.14903 -7.20696 -0.34535 0.46 1.26 0.87
O 5.19802 -7.55673 -0.67460 1.62 0.23 0.11
H 1.90899 -3.23470 1.69789 -0.37 -0.05 0.22
H 2.80034 -4.97233 1.08667 -1.39 -0.89 0.34
H 6.62764 -5.40740 -0.79053 -0.44 -0.09 0.49
H 7.03388 -3.09329 -0.32926 1.72 0.63 -0.62
F -5.89841 2.87734 -1.46593 1.45 1.28 -1.46
C -6.80679 2.13779 -0.92140 -2.59 -2.34 1.88
C -6.44697 0.95798 -0.22356 -1.25 0.76 -0.15
F -5.20584 0.51113 -0.31905 1.15 -0.20 -0.04
C -7.33355 0.29700 0.59927 -1.51 1.06 0.73
F -6.84073 -0.70032 1.33384 0.09 -0.52 -0.04
C -8.69449 0.74867 0.86401 0.55 -0.71 0.55
S -9.85603 0.06298 2.01610 1.04 0.13 -0.76
C -9.01464 1.86105 0.11561 -1.13 0.72 -2.02
F -10.32809 2.34239 0.04825 1.63 -0.52 0.40
C -8.15942 2.47097 -0.83064 0.18 0.62 0.87
F -8.63475 3.56275 -1.48962 0.35 -0.28 0.04
```
Forces are in eV/Å.